(1)
Computed, not measured: a molecular structure, C7H13BeN4O17, with ωB97M-V/def2-TZVPD.

```
42
Properties=species:S:1:pos:R:3
Be 0.359 -0.243 0.304
O 0.204 1.432 -3.923
C 0.586 1.271 -2.585
O -0.242 0.738 -1.777
O 1.706 1.663 -2.265
H 1.116 1.723 -4.125
O 5.386 -0.347 -0.382
C 4.273 -1.251 -0.407
O 3.159 -0.737 -0.651
O 4.512 -2.448 -0.172
H 5.871 -1.054 0.089
O 2.203 1.124 3.238
C 2.742 1.498 2.068
O 1.945 1.547 1.063
O 3.969 1.658 1.901
H 1.250 1.111 3.070
O 0.367 -2.744 4.051
C 0.841 -2.015 3.002
O 1.828 -2.420 2.378
O 0.233 -0.950 2.639
H -0.490 -2.307 4.174
O -1.364 -3.313 -1.729
C -0.457 -3.496 -0.744
O 0.291 -2.536 -0.408
O -0.098 -4.686 -0.471
H -1.467 -4.245 -1.986
C -1.282 2.645 0.735
O -0.935 1.681 1.398
N -0.355 3.388 0.113
N -2.561 3.119 0.652
H 0.614 3.076 0.114
H -0.717 4.116 -0.477
H -3.284 2.527 1.023
H -2.750 4.086 0.472
C -3.024 -0.485 -0.895
O -2.153 -0.550 -0.041
N -4.002 -1.428 -1.155
N -3.161 0.555 -1.727
H -3.985 -2.319 -0.691
H -4.586 -1.338 -1.960
H -2.640 1.392 -1.514
H -3.899 0.561 -2.399
```

## Properties
Orbital gap ... 4.222 eV
Charge ... -3
Highest occupied orbital energy ... 1.82 eV

These are the natural (NBO) partial charges, in e, on atoms 1 to 8: 1.67, -0.77, 0.94, -0.88, -0.71, 0.48, -0.78, 0.93

=====

(2)
Computed, not measured: 23 unconnected molecules or ions with the total composition C23H92N46O23, with ωB97M-V/def2-TZVPD.

```
184
Properties=species:S:1:pos:R:3
C -6.567 -3.393 -1.531
O -6.219 -2.352 -0.967
N -5.753 -4.529 -1.520
N -7.855 -3.438 -2.031
H -4.826 -4.359 -1.217
H -5.987 -5.383 -1.975
H -8.473 -2.735 -1.582
H -8.334 -4.211 -2.540
C -0.313 -4.585 -4.261
O 0.117 -5.314 -3.387
N -1.431 -4.944 -5.050
N 0.334 -3.416 -4.562
H -1.624 -4.586 -5.969
H -1.552 -5.944 -5.009
H -0.084 -2.739 -5.239
H 1.237 -3.353 -4.117
C -2.681 3.088 2.915
O -2.753 4.020 3.728
N -3.346 1.888 3.158
N -1.916 3.165 1.759
H -3.408 1.239 2.390
H -4.055 1.929 3.874
H -1.513 4.069 1.566
H -1.832 2.406 1.073
C 0.657 0.307 -4.712
O 1.744 -0.235 -4.694
N 0.486 1.433 -5.519
N -0.411 -0.127 -3.976
H 1.427 1.849 -5.625
H -0.126 2.189 -5.272
H -1.244 0.498 -3.965
H -0.215 -0.643 -3.153
C 6.331 -1.714 0.595
O 5.916 -2.409 1.557
N 5.504 -1.241 -0.392
N 7.683 -1.406 0.580
H 5.830 -0.686 -1.206
H 4.474 -1.371 -0.420
H 8.123 -0.927 -0.224
H 8.295 -1.894 1.239
C -2.527 -3.601 -1.161
O -3.064 -4.664 -0.899
N -1.329 -3.474 -1.656
N -3.061 -2.375 -0.858
H -0.991 -2.554 -1.828
H -0.798 -4.327 -1.904
H -2.639 -1.459 -1.197
H -4.047 -2.366 -0.750
C -6.755 -2.560 4.092
O -7.829 -2.032 3.849
N -5.737 -1.919 4.753
N -6.376 -3.885 3.896
H -4.790 -2.217 4.536
H -5.794 -0.938 4.803
H -5.494 -4.094 4.312
H -7.106 -4.532 3.616
C -5.172 -0.367 1.072
O -4.007 -0.004 1.126
N -6.091 0.522 0.775
N -5.570 -1.561 1.575
H -5.845 1.459 0.522
H -7.016 0.486 1.170
H -6.171 -2.094 0.970
H -4.751 -2.069 1.928
C -2.053 -1.108 6.746
O -2.041 -0.369 7.720
N -2.626 -0.719 5.502
N -1.623 -2.394 6.754
H -2.764 0.287 5.516
H -2.448 -1.228 4.645
H -1.899 -2.987 5.963
H -0.862 -2.745 7.266
C -3.678 0.855 -2.809
O -3.068 1.061 -3.841
N -4.895 0.279 -2.906
N -3.130 1.402 -1.659
H -5.407 -0.070 -2.102
H -5.116 -0.384 -3.636
H -2.434 2.147 -1.798
H -3.731 1.584 -0.863
C -2.446 -3.376 2.691
O -2.767 -3.138 3.863
N -1.471 -2.566 2.038
N -3.179 -4.198 1.908
H -0.911 -2.073 2.756
H -0.829 -3.078 1.465
H -3.005 -4.345 0.908
H -3.881 -4.732 2.333
C 0.664 0.630 4.562
O 1.110 0.065 3.576
N 0.867 0.173 5.835
N -0.004 1.844 4.435
H 0.230 0.399 6.535
H 1.176 -0.751 5.898
H -0.041 2.249 3.539
H -0.700 2.068 5.121
C 3.836 6.795 0.313
O 3.702 7.153 1.497
N 2.910 7.024 -0.680
N 4.825 6.039 -0.064
H 2.066 7.494 -0.421
H 3.338 7.283 -1.561
H 5.458 5.854 0.673
H 4.737 5.392 -0.848
C 2.722 -2.838 -1.998
O 3.352 -3.124 -3.016
N 2.018 -3.722 -1.245
N 2.598 -1.544 -1.626
H 1.840 -4.681 -1.515
H 1.437 -3.459 -0.498
H 2.720 -0.971 -2.429
H 1.911 -1.270 -0.917
C 4.300 1.964 -2.102
O 3.371 2.597 -1.574
N 5.495 1.887 -1.587
N 4.278 1.459 -3.370
H 6.061 1.111 -2.011
H 5.755 2.121 -0.660
H 3.392 1.406 -3.770
H 5.007 0.855 -3.711
C -0.173 -0.054 0.122
O -0.560 -0.608 -0.887
N 1.099 0.449 0.355
N -0.990 0.132 1.131
H 1.803 0.481 -0.322
H 1.312 0.856 1.257
H -1.883 -0.403 1.148
H -0.602 0.274 2.039
C -4.663 4.508 0.874
O -5.526 3.668 1.135
N -4.225 5.517 1.710
N -4.187 4.521 -0.406
H -3.311 5.792 1.392
H -4.247 5.153 2.657
H -3.424 5.109 -0.693
H -4.776 4.014 -1.038
C 2.561 -3.029 1.589
O 1.373 -3.421 1.370
N 2.936 -1.749 1.758
N 3.574 -3.969 1.668
H 2.287 -0.993 1.949
H 3.896 -1.479 1.877
H 4.544 -3.715 1.559
H 3.339 -4.938 1.510
C 0.101 6.193 2.653
O 0.483 5.200 2.022
N -1.247 6.333 2.979
N 0.913 7.260 2.953
H -1.736 5.480 3.336
H -1.505 7.147 3.543
H 1.834 7.250 2.545
H 0.709 8.043 3.564
C 3.278 1.981 2.454
O 3.685 1.060 1.782
N 3.610 2.072 3.746
N 2.553 3.025 1.896
H 3.493 2.973 4.170
H 4.488 1.616 4.002
H 2.354 3.115 0.895
H 1.941 3.687 2.418
C 6.943 -1.156 -3.772
O 6.544 -0.075 -3.354
N 6.438 -2.334 -3.353
N 7.754 -1.253 -4.821
H 6.596 -3.202 -3.861
H 5.662 -2.309 -2.730
H 8.098 -0.395 -5.187
H 7.712 -2.078 -5.414
C 5.165 -2.995 -5.885
O 6.356 -3.338 -5.949
N 4.258 -3.914 -5.461
N 4.763 -1.693 -6.220
H 3.511 -3.651 -4.859
H 4.755 -4.698 -5.087
H 5.573 -1.075 -6.239
H 3.951 -1.264 -5.755
C -0.042 3.607 -1.508
O -1.192 3.756 -1.129
N 0.367 2.708 -2.476
N 1.011 4.373 -1.083
H 1.279 2.398 -2.214
H -0.214 1.911 -2.747
H 1.959 4.206 -1.344
H 0.798 4.796 -0.166
```

## Properties
Orbital gap ... 9.678 eV
Highest occupied orbital energy ... -9.37 eV

These are the Löwdin partial charges, in e, on atoms 1 to 8: -0.60, -0.04, 0.19, 0.13, 0.02, 0.10, 0.12, 0.12

=====

(3)
Computed, not measured: a molecular structure, C24H72BrN6O6, with ωB97M-V/def2-TZVPD.

```
109
Properties=species:S:1:pos:R:3
C -0.600 -0.280 5.026
C 0.087 0.035 3.690
C 0.922 -1.139 3.192
O 1.568 -0.611 2.049
C 2.362 -1.534 1.331
N -1.014 0.419 2.702
H -0.580 0.376 1.792
H -1.667 -0.348 2.776
H -1.396 1.351 2.784
H 0.140 -0.049 5.792
H -0.815 -1.349 5.041
H -1.410 0.415 5.246
H 0.791 0.857 3.815
H 0.472 -2.117 3.020
H 1.674 -1.371 3.946
H 2.911 -2.227 1.968
H 3.089 -0.885 0.842
H 1.961 -2.182 0.552
C -1.480 2.584 -0.679
C -1.454 1.532 -1.816
C -1.561 2.033 -3.280
O -0.410 2.802 -3.658
C -0.436 3.254 -4.989
N -0.100 0.708 -1.725
H -0.109 0.155 -0.880
H 0.108 0.166 -2.552
H 0.579 1.438 -1.563
H -1.335 1.964 0.206
H -2.369 3.211 -0.625
H -0.708 3.318 -0.910
H -2.193 0.762 -1.594
H -2.494 2.570 -3.453
H -1.590 1.147 -3.915
H 0.383 3.965 -4.878
H -1.426 3.682 -5.150
H -0.150 2.633 -5.838
C 2.787 4.618 3.329
C 1.906 3.639 2.500
C 2.432 2.216 2.220
O 1.482 1.236 1.836
C 1.102 1.217 0.481
N 0.560 3.416 3.274
H -0.003 2.634 2.973
H 0.751 3.156 4.231
H 0.081 4.301 3.361
H 2.843 4.145 4.309
H 2.436 5.649 3.385
H 3.807 4.627 2.946
H 1.669 4.099 1.541
H 2.870 1.761 3.109
H 3.253 2.305 1.509
H 0.616 2.146 0.183
H 0.281 0.502 0.427
H 1.842 1.124 -0.314
C 2.917 2.255 -3.359
C 3.413 0.920 -2.717
C 2.446 0.311 -1.657
O 2.667 -1.065 -1.439
C 1.634 -1.785 -0.815
N 3.720 -0.067 -3.793
H 2.872 -0.329 -4.276
H 4.409 0.382 -4.379
H 4.116 -0.913 -3.409
H 3.542 2.650 -4.159
H 2.818 3.026 -2.595
H 1.966 2.120 -3.875
H 4.380 1.101 -2.246
H 1.481 0.603 -2.071
H 2.563 0.831 -0.706
H 0.751 -1.718 -1.451
H 1.209 -1.410 0.116
H 1.814 -2.855 -0.706
C -1.553 -4.873 1.095
C -0.218 -4.470 0.502
C -0.484 -3.970 -0.921
O 0.770 -3.577 -1.552
C 0.491 -2.837 -2.737
N 0.490 -3.348 1.360
H 0.744 -3.762 2.245
H 1.374 -3.163 0.907
H -0.099 -2.531 1.432
H -1.671 -5.923 0.828
H -2.300 -4.163 0.740
H -1.512 -4.774 2.180
H 0.537 -5.257 0.503
H -1.263 -3.216 -1.030
H -0.725 -4.892 -1.450
H -0.081 -1.938 -2.507
H 0.026 -3.468 -3.494
H 1.454 -2.594 -3.187
C -3.776 0.111 1.827
C -4.130 -1.072 0.947
C -4.546 -0.710 -0.469
O -3.368 -0.275 -1.177
C -3.475 -0.460 -2.586
N -2.890 -1.972 0.876
H -2.486 -2.305 1.740
H -2.992 -2.821 0.338
H -2.208 -1.391 0.409
H -3.399 -0.231 2.790
H -4.689 0.684 1.990
H -2.974 0.608 1.280
H -4.968 -1.653 1.330
H -5.286 0.089 -0.497
H -4.915 -1.588 -0.999
H -2.792 0.151 -3.177
H -4.495 -0.260 -2.913
H -3.214 -1.496 -2.801
Br -0.555 -0.781 0.152
```

## Properties
Orbital gap ... 8.670 eV
Charge ... +5
Highest occupied orbital energy ... -21.41 eV

These are the Löwdin partial charges, in e, on atoms 1 to 8: 0.01, -0.27, -0.12, -0.25, -0.13, 0.17, -0.01, 0.09

=====

(4)
Computed, not measured: a molecular structure, C25H30MnNOP2S3, with ωB97M-V/def2-TZVPD.

```
63
Properties=species:S:1:pos:R:3
Mn 0.020 -0.617 0.788
C -0.177 0.278 4.153
P -0.052 -1.195 3.086
C -1.297 -2.346 3.730
C 1.574 -1.948 3.473
C 2.708 -1.022 3.042
P 2.328 -0.115 1.466
C 2.910 1.586 1.766
C 3.559 -0.757 0.285
H -0.133 -0.045 5.196
H -1.125 0.789 3.983
H 0.642 0.965 3.944
H -1.157 -2.431 4.811
H -1.189 -3.333 3.278
H -2.303 -1.970 3.542
H 1.625 -2.906 2.946
H 1.619 -2.149 4.548
H 3.623 -1.598 2.877
H 2.927 -0.274 3.808
H 3.938 1.527 2.128
H 2.305 2.093 2.511
H 2.899 2.167 0.847
H 4.555 -0.643 0.717
H 3.521 -0.212 -0.657
H 3.377 -1.813 0.094
S -1.862 -1.990 0.480
C -2.419 -0.405 0.724
N -1.536 0.514 1.154
C -2.102 1.759 1.238
C -1.493 2.950 1.654
C -2.253 4.101 1.692
C -3.604 4.098 1.320
C -4.224 2.933 0.899
C -3.471 1.773 0.866
S -4.017 0.182 0.408
H -0.451 2.948 1.939
H -1.802 5.022 2.027
H -4.172 5.015 1.372
H -5.265 2.922 0.617
O 0.837 -1.408 -0.664
S 0.111 -0.346 -1.479
C -1.109 -1.209 -2.496
C -0.888 -2.485 -2.994
C -1.854 -3.042 -3.817
C -3.006 -2.333 -4.128
C -3.213 -1.059 -3.615
C -2.262 -0.490 -2.785
C 1.303 0.158 -2.730
C 2.208 -0.778 -3.206
C 3.069 -0.404 -4.223
C 3.014 0.880 -4.743
C 2.120 1.811 -4.237
C 1.247 1.457 -3.218
H 0.007 -3.039 -2.751
H -1.692 -4.030 -4.224
H -3.750 -2.780 -4.769
H -4.104 -0.507 -3.869
H -2.398 0.508 -2.392
H 2.244 -1.772 -2.786
H 3.771 -1.125 -4.610
H 3.674 1.154 -5.550
H 2.101 2.812 -4.639
H 0.540 2.176 -2.831
```

## Properties
⟨S²⟩ ... 4.085
Orbital gap (spin up / spin down) ... 4.802 / 6.396 eV
Charge ... +3
Spin multiplicity ... 4
Highest occupied orbital energy (spin up / spin down) ... -16.83 / -16.89 eV

These are the Löwdin partial charges, in e, on atoms 1 to 8: 0.37, -0.17, 0.88, -0.21, -0.34, -0.34, 0.89, -0.20

=====

(5)
Computed, not measured: 2 unconnected molecules or ions with the total composition C9H10F3NO, with ωB97M-V/def2-TZVPD.

```
24
Properties=species:S:1:pos:R:3
C -3.215 0.726 -0.670
C -2.976 -0.592 -0.434
C -2.211 1.647 -0.504
C -1.684 -1.011 -0.197
C -0.926 1.235 -0.226
C -0.630 -0.125 -0.102
C 1.711 0.927 -1.668
C 0.833 -0.592 -0.084
C 1.291 -1.839 0.571
N 2.500 0.663 1.882
O 1.718 -0.111 -0.950
F 0.696 -2.893 0.007
F 2.589 -2.043 0.516
F 1.000 -1.825 1.883
H -4.146 1.065 -0.767
H -3.586 -1.388 -0.587
H -2.482 2.633 -0.792
H -1.472 -2.032 -0.079
H -0.118 1.878 0.222
H 0.891 1.501 -1.828
H 2.549 1.100 -2.182
H 3.414 0.514 2.297
H 1.820 0.474 2.570
H 2.435 0.089 1.123
```

## Properties
Orbital gap (spin up / spin down) ... 7.687 / 8.112 eV
Highest occupied orbital energy (spin up / spin down) ... -7.81 / -7.83 eV

These are the natural (NBO) partial charges, in e, on atoms 1 to 8: -0.20, -0.20, -0.20, -0.19, -0.23, -0.08, -0.02, 0.08

=====

(6)
Computed, not measured: 2 unconnected molecules or ions with the total composition C2H2I2S2, with ωB97M-V/def2-TZVPD.

```
8
Properties=species:S:1:pos:R:3
C 1.124 0.088 -0.039
C 0.474 -1.023 0.283
S 2.770 -0.027 -0.691
S -0.030 -2.452 0.757
I 0.229 1.956 0.224
I -4.102 -0.126 -0.096
H 2.507 1.136 -1.281
H -2.973 0.449 0.842
```

## Properties
Orbital gap ... 7.047 eV
Structure (SMILES) ... S=C=C(S)I.I
Highest occupied orbital energy ... -8.26 eV

Per-atom natural (NBO) charges, elementary charge units: -0.54, -0.10, 0.10, 0.19, 0.22, -0.09, 0.13, 0.09

=====

| no. | total energy (eV) |
| --- | --- |
| 1 | -48639.103 |
| 2 | -141009.806 |
| 3 | -117245.004 |
| 4 | -112326.678 |
| 5 | -21181.060 |
| 6 | -39976.100 |